{
  "formula": "C46H104F12N5O18",
  "method": "ωB97M-V/def2-TZVPD",
  "total_charge": 1,
  "lumo_energy_ev": -3.33,
  "spin_multiplicity": 1,
  "relative_energy_kj_mol": 15.0,
  "species": ["C", "O", "O", "C", "F", "F", "F", "C", "C", "H", "H", "H", "H", "H", "H", "C", "O", "O", "C", "F", "F", "F", "C", "C", "H", "H", "H", "H", "H", "H", "C", "O", "O", "C", "F", "F", "F", "C", "C", "H", "H", "H", "H", "H", "H", "C", "O", "O", "C", "F", "F", "F", "C", "C", "H", "H", "H", "H", "H", "H", "C", "O", "C", "C", "N", "H", "H", "C", "C", "O", "C", "H", "H", "H", "H", "H", "H", "H", "H", "H", "H", "H", "H", "H", "H", "C", "O", "C", "C", "N", "H", "H", "C", "C", "O", "C", "H", "H", "H", "H", "H", "H", "H", "H", "H", "H", "H", "H", "H", "H", "C", "O", "C", "C", "N", "H", "H", "C", "C", "O", "C", "H", "H", "H", "H", "H", "H", "H", "H", "H", "H", "H", "H", "H", "H", "C", "O", "C", "C", "N", "H", "H", "C", "C", "O", "C", "H", "H", "H", "H", "H", "H", "H", "H", "H", "H", "H", "H", "H", "H", "C", "O", "C", "C", "N", "H", "H", "C", "C", "O", "C", "H", "H", "H", "H", "H", "H", "H", "H", "H", "H", "H", "H", "H", "H"],
  "positions_angstrom": [[4.079934, 5.681847, -12.511669], [4.524570, 6.560810, -11.433237], [5.164783, 4.765486, -12.497210], [2.644183, 5.128086, -12.179681], [1.676748, 6.062117, -11.935231], [2.177695, 4.390992, -13.184497], [2.544990, 4.293314, -11.137427], [4.083845, 7.836454, -11.399898], [4.881461, 8.604456, -10.360267], [5.126808, 7.894319, -9.570589], [5.806401, 9.003124, -10.776998], [4.383066, 9.499353, -9.987646], [3.047763, 7.976810, -11.091772], [4.189927, 8.439251, -12.301823], [4.051261, 6.331218, -13.386660], [-1.245381, 1.055102, -13.504350], [-1.623217, 0.634777, -12.144814], [-1.952574, 0.240988, -14.406748], [-1.176592, 2.574812, -13.664085], [-2.380577, 3.105463, -13.259553], [-0.199803, 3.128724, -12.864788], [-0.916530, 2.883513, -14.971345], [-0.665899, 0.712358, -11.062248], [-1.275779, 1.438377, -9.862489], [-0.598566, 1.648490, -9.034638], [-1.661730, 2.376163, -10.262114], [-2.131690, 0.877516, -9.487070], [0.318959, 1.145002, -11.238248], [-0.252803, -0.283286, -10.900559], [-0.204903, 0.746852, -13.606795], [7.706793, 8.455298, -15.585034], [8.609144, 9.108757, -16.499671], [8.261264, 7.164541, -15.468825], [7.491888, 9.352979, -14.180167], [7.350679, 10.700559, -14.460300], [6.347035, 9.025889, -13.535123], [8.511328, 9.322639, -13.376352], [8.137749, 10.056303, -17.442149], [9.402184, 10.187623, -18.375840], [9.621123, 9.198227, -18.777380], [9.190868, 10.803722, -19.249838], [10.267208, 10.646388, -17.896918], [7.781423, 11.017116, -17.070705], [7.342303, 9.675876, -18.082955], [6.787440, 8.371040, -16.164503], [8.063472, 12.596555, -7.448775], [8.201382, 12.563552, -8.842084], [9.166616, 13.351462, -6.993226], [6.640384, 13.162508, -7.121256], [6.609763, 13.975487, -6.058357], [6.108902, 13.900528, -8.054810], [5.796661, 12.159114, -6.931201], [7.502806, 11.497660, -9.547095], [7.945415, 11.713575, -10.972343], [7.182797, 11.335877, -11.653415], [8.053591, 12.747518, -11.300008], [8.797559, 11.058705, -11.154250], [6.417071, 11.507887, -9.451315], [7.858017, 10.495214, -9.308280], [8.171316, 11.566012, -7.110470], [5.845816, 3.002061, -7.433671], [6.621235, 3.750061, -8.344227], [6.101011, 4.996199, -8.634315], [7.174317, 5.759158, -9.350356], [7.470381, 5.027767, -10.657291], [7.930804, 4.143597, -10.494918], [6.563958, 4.720313, -10.979729], [8.088439, 5.886191, -11.819884], [9.545560, 6.298344, -11.588531], [9.904269, 7.044172, -10.406078], [9.717582, 8.443028, -10.471555], [4.777574, 3.055600, -7.643676], [6.052694, 3.488883, -6.480625], [6.196963, 1.971368, -7.483384], [6.080553, 5.501305, -7.668635], [5.136756, 5.133244, -9.123747], [8.099958, 5.875830, -8.786730], [6.785141, 6.727118, -9.666107], [7.436365, 6.753758, -11.921018], [7.948741, 5.173263, -12.632487], [9.883844, 6.799229, -12.495609], [10.070994, 5.351561, -11.463595], [10.300627, 9.015029, -9.749760], [8.651819, 8.671619, -10.470435], [9.906101, 8.746992, -11.501196], [2.377160, 6.526975, -16.439353], [3.167420, 5.562383, -17.128556], [4.315390, 5.206095, -16.387413], [5.336041, 4.773846, -17.396385], [6.772125, 4.852840, -16.791188], [7.420055, 4.723332, -17.555065], [6.989622, 5.715137, -16.312385], [7.159096, 3.794560, -15.691295], [7.695438, 2.523678, -16.323908], [6.897123, 2.048536, -17.373165], [7.447634, 0.774728, -17.871064], [2.303814, 6.298215, -15.376154], [1.375969, 6.646258, -16.853469], [2.731594, 7.544323, -16.605116], [4.081150, 4.480071, -15.608873], [4.698392, 6.100801, -15.896577], [5.367451, 5.456190, -18.245804], [5.174346, 3.784381, -17.824068], [6.375432, 3.701622, -14.939413], [7.954164, 4.320548, -15.162812], [7.548680, 1.786783, -15.534252], [8.775899, 2.571610, -16.459545], [8.517459, 0.904679, -18.034408], [6.980556, 0.528196, -18.824554], [7.292397, -0.069068, -17.198739], [4.214283, 0.577656, -15.841648], [4.014691, 0.687520, -14.485483], [3.020613, 1.574764, -14.007233], [2.972510, 1.547745, -12.487199], [4.300829, 1.981095, -11.855860], [5.120037, 1.457835, -12.130064], [4.512138, 2.899654, -12.218757], [4.334674, 2.105609, -10.306947], [3.581985, 1.009326, -9.565617], [4.069884, -0.235877, -9.977194], [3.332991, -1.319850, -9.402671], [4.380441, 1.518761, -16.365869], [3.295216, 0.109596, -16.194256], [5.072645, -0.083992, -15.958000], [2.126108, 1.410462, -14.608039], [3.441813, 2.538732, -14.292654], [2.757005, 0.570937, -12.054179], [2.214167, 2.245125, -12.131270], [3.870188, 3.066090, -10.083731], [5.402699, 2.156837, -10.095275], [2.528888, 1.127122, -9.820959], [3.699939, 1.065699, -8.483484], [3.129100, -1.109553, -8.352765], [3.907881, -2.234142, -9.549909], [2.315412, -1.499087, -9.749816], [0.604845, 9.493643, -9.865642], [0.825559, 9.703029, -11.211126], [-0.267172, 9.224887, -12.027236], [0.001209, 9.190311, -13.558514], [0.570279, 10.452298, -14.227027], [1.461070, 10.776487, -13.878461], [0.677119, 10.242054, -15.209105], [-0.276612, 11.744077, -14.079135], [0.533364, 12.938286, -14.504202], [1.808417, 12.802490, -13.865369], [2.766422, 13.808549, -14.290958], [-0.301179, 10.004449, -9.539610], [1.412155, 9.935050, -9.281254], [0.455454, 8.432824, -9.664556], [-1.090177, 9.930224, -11.912118], [-0.652178, 8.239022, -11.766610], [-0.963240, 9.106239, -14.059381], [0.617884, 8.347552, -13.870870], [-0.579670, 11.918416, -13.046733], [-1.162334, 11.581350, -14.693234], [0.022814, 13.802488, -14.079228], [0.612471, 13.010273, -15.588942], [2.335419, 14.797543, -14.135319], [3.086933, 13.681284, -15.324966], [3.628575, 13.724568, -13.629343], [5.261233, 18.925264, -10.974394], [4.443607, 17.788086, -10.658676], [4.118584, 17.595044, -9.251620], [3.468467, 16.201384, -9.074491], [2.047553, 16.291432, -9.559416], [1.539244, 16.928437, -8.962800], [1.982943, 16.845030, -10.401713], [1.220042, 14.993105, -9.630645], [1.787681, 14.061238, -10.725860], [2.990640, 13.467261, -10.333182], [3.295053, 12.129775, -10.802005], [5.267497, 19.737395, -10.247409], [5.167663, 19.412953, -11.944703], [6.309123, 18.629081, -10.926552], [3.469902, 18.342601, -8.795012], [5.081158, 17.602721, -8.740242], [3.331421, 15.919843, -8.030436], [4.072873, 15.464373, -9.603263], [0.234197, 15.343863, -9.935919], [1.185231, 14.556500, -8.632510], [2.033622, 14.613657, -11.632740], [1.022373, 13.311394, -10.926212], [3.646275, 12.040783, -11.830026], [2.433905, 11.492527, -10.600939], [4.159289, 11.820012, -10.214437]],
  "atomic_forces_ev_per_a": [[3.7756, -0.7952, 2.2851], [-0.4283, -1.5627, -0.2498], [-3.2299, -0.1623, -0.8079], [-0.5828, -0.2307, -0.1253], [0.8169, 0.4044, -0.3259], [0.2029, 0.1838, -1.2133], [0.8303, 0.2089, 0.8948], [-0.9396, 3.2113, 0.9103], [0.7305, 0.0142, -0.1051], [-0.1340, 0.4233, 0.3873], [0.2871, -0.2878, -0.0536], [-0.3286, -0.2976, 0.2359], [-0.4932, -0.5593, -0.1159], [0.0768, -0.4975, -0.8532], [-0.4452, -0.1941, -0.5817], [-0.7792, -4.7464, -2.2222], [0.9423, 1.3111, 1.1505], [1.3553, 3.5599, 2.1045], [-2.0943, -1.2381, 0.1305], [1.3384, 0.5976, -0.7681], [-0.4743, 0.2061, -0.7238], [-0.1031, 0.5567, 1.5175], [0.0616, -0.2520, -0.5465], [-0.4804, -0.4431, -0.6098], [0.2263, -0.1311, -0.0623], [0.0061, 0.1344, 0.1588], [0.0008, 0.0252, 0.0818], [-0.0715, 1.1648, -1.0027], [-0.8684, -0.7611, 0.6761], [1.2090, 0.1149, 0.2191], [2.0578, -2.5139, -0.6670], [-0.6450, 1.0426, 1.1549], [-2.1625, 1.7565, 1.1407], [-0.1422, 0.4551, -3.3054], [-0.3309, -0.6465, -0.3561], [0.2119, -0.4382, 0.2353], [0.7408, -0.8946, 1.0658], [1.9960, -0.3055, -1.1361], [-1.2412, 0.5057, -0.0829], [0.2409, -0.0031, 0.3320], [-0.2253, 0.1969, -0.0392], [-0.1125, -0.3403, 0.2732], [0.2739, 0.0576, 0.5070], [-0.3867, -0.4690, 0.1008], [-1.0799, 0.5998, 0.5337], [4.6428, 2.6105, 1.5766], [-1.5602, -1.5919, -1.9408], [-3.5763, -1.4844, -0.4456], [2.5318, 0.1282, 1.1201], [-0.0229, -0.3670, 0.9474], [-1.0362, 1.3115, -2.5768], [-1.4522, -1.2957, 0.6488], [1.3545, 1.7171, -0.1378], [-0.8922, -0.8644, -1.0397], [-0.2711, -0.3331, -0.2060], [0.5137, -0.0301, 0.5263], [0.4059, 0.7081, -0.2537], [-0.2583, 0.2732, 0.3009], [-0.0393, -0.1030, 0.8273], [-0.7254, -0.6195, 0.5023], [0.4220, 0.4500, 0.3198], [-0.1931, -1.5030, -1.7225], [1.2365, 1.7262, 1.5968], [0.2846, -0.1282, -1.4031], [0.3349, 1.5228, 0.1995], [0.8578, -0.0153, 0.2659], [-1.1526, 0.2955, -1.0448], [-0.5578, -0.3451, 1.5363], [0.2526, -0.4468, 0.9120], [-0.4170, -1.1237, -0.2143], [-1.0042, 0.0517, -1.8367], [-0.0912, -0.0018, -0.1055], [-0.3526, -0.5666, 0.5311], [-0.0604, 0.1088, 0.2585], [-0.7457, 0.5275, 0.2648], [-0.2251, -0.7979, -0.2456], [-0.1415, -0.0718, -0.0926], [0.2137, -0.0063, 0.1402], [-0.2506, -0.2929, -0.1386], [0.3559, 0.6743, -0.4652], [0.0205, 0.0689, -0.1151], [0.4732, 0.0811, -0.1359], [-0.1193, -0.4444, 0.0280], [-0.3238, 0.2097, 0.9428], [0.9051, 0.3795, -0.0081], [-0.2165, 0.2406, -0.3648], [-0.7909, 0.3423, 0.2232], [-0.2154, 0.8549, -0.1290], [1.7042, -0.1288, 0.0492], [-1.4866, -2.6534, 0.6428], [0.3481, 0.1742, -0.1607], [0.4850, 1.8982, 0.2737], [0.1965, 1.3858, -1.2574], [-1.0479, -0.7965, 1.8400], [0.8206, -0.7888, -1.1373], [-0.2039, 0.9634, -0.1441], [-0.0240, -0.0055, 0.0875], [-0.1119, -1.0294, -0.1788], [0.9007, 0.1463, 0.3091], [0.0286, -0.2728, -0.0137], [0.2082, 0.1751, 0.2922], [-0.1793, 0.2358, 0.2117], [0.1955, -0.0869, 0.3963], [-0.4794, -0.1235, -0.5476], [0.2272, -0.1078, -0.0292], [0.4665, -0.2300, 0.5385], [0.0381, 0.1667, -0.8689], [0.0522, -0.0481, -0.0247], [-0.1271, 0.3050, 0.1407], [-0.1473, 0.2455, 0.3748], [-0.8751, -0.5348, -0.4653], [0.9906, -0.4093, 2.8215], [1.7623, 0.3928, -1.0657], [-0.0223, -0.7122, 0.3244], [-1.0150, -0.3224, 0.8966], [-0.2680, -0.9820, -0.3634], [0.3130, 1.7289, -0.2456], [-0.0622, 0.1434, -0.7459], [0.2630, -0.1177, -0.8538], [-0.3856, -0.6202, -0.3916], [-0.0283, -0.0449, 0.4730], [0.1008, 0.2807, 0.0380], [0.1372, -0.1446, -0.9525], [-0.1231, 0.0478, -0.2728], [-0.6962, 0.0384, 0.8538], [-0.5392, 0.7574, 0.0237], [-0.0247, -0.0791, -0.3657], [0.1327, -0.0775, -0.0888], [0.2310, -0.1413, 0.0200], [-0.0944, -0.1154, 0.3045], [-0.3603, -0.1067, 0.1603], [-0.0204, 0.5709, 0.1418], [0.6096, -0.1613, 0.4149], [0.0115, 0.2139, 0.1759], [-0.0049, 0.4081, -0.9792], [-0.7549, -0.0897, 1.2626], [-0.2308, -0.4443, -2.8715], [0.4923, 1.4525, -0.5052], [0.2055, 0.3198, 0.2455], [-1.2132, 0.8442, 1.4213], [0.9246, -0.3131, 0.3989], [0.0991, 0.0241, -0.3919], [-0.1785, -1.0692, -0.2895], [0.7414, -0.0875, 0.4677], [-0.0106, 0.2574, -0.7628], [-0.2609, -0.2377, 0.6550], [-0.3249, 0.1209, 0.0739], [0.2079, -0.3516, -0.1867], [0.3112, -0.1154, 0.2779], [-0.3105, 0.0201, 0.3447], [0.3201, -0.1877, 0.1899], [-0.1057, -0.3664, 0.2157], [0.1976, 0.1716, 0.1023], [0.2084, -0.7410, 0.0659], [-0.0320, 0.2391, 0.0771], [-0.0988, 0.3211, -0.3982], [0.1612, 0.1655, -0.0906], [-0.0659, 0.1059, -0.1889], [-0.1801, -0.1021, -0.0195], [-0.0488, -0.1665, -0.1044], [1.6301, 0.2361, 0.9740], [-1.5397, 0.3684, 0.3448], [1.1453, -0.7296, -0.7514], [0.5457, 1.0912, 0.0232], [-0.5863, -0.5949, 0.0126], [-0.0413, 0.0723, 0.9702], [0.4240, -0.4051, -1.1544], [0.9671, 0.7100, -1.1623], [0.3826, -0.1990, 0.4328], [0.4261, -0.4500, 0.2771], [0.1044, 0.4898, 0.8003], [-0.8327, -0.0531, 0.3385], [-0.9724, -0.7139, -0.1577], [0.1318, -0.4416, -0.1363], [-0.0341, 0.5314, -0.3333], [-0.1518, -0.1162, 0.4993], [0.6175, 0.0428, 0.0366], [-0.5530, -0.1702, -0.0691], [-0.1103, -0.2270, 0.1065], [0.1887, -0.0184, -0.1429], [-0.6757, 0.3704, -0.2861], [-0.1696, -0.1132, -0.1789], [-0.4410, 0.4570, -0.3071], [0.0922, -0.1570, -0.2137], [-0.2133, 0.0023, 0.2477]]
}